The following is a quantum chemistry calculation of a structure of composition C21H43FeN2P3S at a distorted geometry, from the Open Molecules 2025 dataset.

```
! RIJCOSX wB97M-V def2-TZVPD def2/J DEFGRID3
* xyz 3 6
Fe 0.81072 -1.34654 -1.24009
P -0.46477 0.59251 2.45064
P 2.28921 0.03158 -0.16262
P 0.11455 -2.30416 0.65094
H -1.83761 1.68548 -1.56348
C -2.60639 1.26352 -0.96382
C -2.87382 1.68185 0.26807
H -2.53773 2.65156 0.59433
C -0.93838 2.20763 3.18073
C 1.00160 0.34259 3.54707
C -1.74072 -0.48912 3.22554
C 2.57797 -0.13754 -1.98248
C 3.35857 1.50516 0.10580
C 3.47780 -1.19880 0.56870
C -1.60994 -2.92814 0.87225
C 0.86169 -2.92042 2.20191
C 0.87789 -3.53601 -0.50060
H -3.03308 0.32051 -1.35594
H -3.41011 1.08716 1.00872
H -0.97113 2.95126 2.39389
H -0.17017 2.52538 3.90059
H -1.91028 2.12090 3.65993
H 1.88145 0.79094 3.08768
H 1.19367 -0.70981 3.75441
H 0.77082 0.84758 4.49000
H -2.50863 -0.71452 2.47974
H -2.20090 0.03740 4.06475
H -1.31238 -1.43131 3.57615
H 3.67679 -0.11585 -2.03485
H 2.15404 0.72533 -2.52256
H 2.20326 -1.05732 -2.46717
H 4.31714 1.29159 -0.42726
H 3.53949 1.67425 1.18477
H 2.87417 2.39364 -0.32604
H 4.49087 -0.92053 0.22528
H 3.23464 -2.23010 0.26916
H 3.40099 -1.13267 1.66791
H -1.78901 -3.76014 0.18161
H -2.33887 -2.13545 0.68477
H -1.71415 -3.29043 1.89821
H 0.84699 -4.01267 2.09645
H 0.28132 -2.62297 3.07442
H 1.88510 -2.56045 2.31301
H 0.09863 -4.22203 -0.83206
H 1.60789 -4.08208 0.08994
H 1.43243 -3.15482 -1.39605
C -1.93029 -1.87121 -3.42498
C -1.28241 -2.42056 -4.55900
C -2.04730 -2.89958 -5.61403
C -3.44999 -2.77082 -5.58509
C -4.07282 -2.07004 -4.54925
C -3.33083 -1.59608 -3.48145
S -1.10281 -1.80401 -1.97640
H 0.14929 0.09067 -1.42596
H -0.20495 -2.60106 -4.51081
H -1.53213 -3.43021 -6.42486
H -4.04445 -3.27305 -6.34356
H -5.16063 -1.94287 -4.52741
H -3.80346 -1.13297 -2.62112
C 1.89917 3.81416 2.33820
C 1.14443 3.98930 1.09089
N 0.57895 3.12051 0.25199
C 0.10353 3.85549 -0.81566
C 0.36771 5.18263 -0.59583
N 0.99447 5.23988 0.61307
H 2.92935 4.12846 2.15236
H 1.44828 4.44334 3.11113
H 1.87385 2.77225 2.69042
H -0.38615 3.39513 -1.66398
H 0.16842 6.03195 -1.20071
H 1.39916 6.03474 1.07965
*
```

Results
LUMO (alpha / beta) = -9.93 / -11.97 eV
E_HOMO (alpha / beta) = -15.9 / -15.9 eV
energy relative to the best compared isomer or geometry (same formula, charge and spin) = 6.281 eV

Atomic partial charges in e from the Mulliken method, atoms 1 to 8:
1 Fe -0.848
2 P 1.174
3 P 1.440
4 P 1.499
5 H 0.233
6 C -0.134
7 C -0.531
8 H 0.331